(1)
The following is a DFT calculation (the ωB97M-V functional and the def2-TZVPD basis) of a molecular structure, C17H19NSTi in a non-equilibrium geometry.

Summary:
total energy = -53373.046 eV
E_LUMO (spin up / spin down) = -0.23 / -0.32 eV
gap between HOMO and LUMO (spin up / spin down) = 6.4628 / 7.8448 eV
molecular weight = 317.3 g mol⁻¹

The geometry in ORCA input format:
```
! wB97M-V def2-TZVPD RIJCOSX def2/J DEFGRID3
* xyz 0 3
C -2.53958 1.85262 -0.02136
H 2.72337 1.88662 -1.35325
H 2.81992 -0.16669 0.00586
C 1.36763 -1.15984 4.17017
H 2.26699 -1.39773 2.22963
C 0.84600 -1.71250 -2.55713
C 1.06728 1.33527 -2.66207
H -1.07065 -1.56535 -0.09019
H -0.62726 -1.12572 -4.00635
C 1.36943 -1.03067 2.78584
C 0.24793 -0.71151 4.85375
C -0.74272 -0.02130 4.14020
S -3.13894 1.41951 2.47612
C 2.02174 -0.09753 -0.75684
H 1.74015 -2.15539 -0.54768
C -1.05572 -0.01018 -2.18375
C -0.26430 1.10727 -2.02413
C 1.37957 -1.31497 -1.15887
C -0.68591 0.10228 2.71810
N 0.35140 -0.49740 2.05738
C -1.43714 1.14748 0.55620
H 1.45326 -1.45727 -3.44603
C -3.60729 1.95352 0.88043
H 0.10437 -0.86473 5.92485
C -1.60794 0.84797 1.91203
H -2.14796 0.08796 -2.11088
C 2.29863 0.97352 -1.79692
H 3.07044 0.58831 -2.48805
Ti -0.09122 -0.29196 -0.08196
H -4.62731 2.27125 0.64536
H -2.56423 2.21852 -1.04241
H 2.18711 -1.62795 4.73667
H -1.54936 0.42867 4.63975
H 0.88364 -2.80994 -2.56620
H -1.29970 -2.10262 -2.65199
H 1.10607 2.40652 -2.95367
H -0.79203 2.02587 -1.75787
H 1.16446 0.73529 -3.56678
C -0.62015 -1.26721 -2.90792
*
```


(2)
The following is a DFT calculation (the ωB97M-V functional and the def2-TZVPD basis) of a molecular structure, C17H20BrIMnN5O3.

Summary:
total energy = -140997.429 eV
E_LUMO (spin up / spin down) = -8.72 / -8.13 eV
gap between HOMO and LUMO (spin up / spin down) = 5.8165 / 6.4112 eV
molecular weight = 604.1 g mol⁻¹

The geometry in ORCA input format:
```
! wB97M-V def2-TZVPD RIJCOSX def2/J DEFGRID3
* xyz 2 5
N -0.46703 -0.20869 -1.83194
H -3.19816 -0.00013 3.92682
C 1.86722 -4.71903 1.39414
H -0.93034 3.20903 1.97553
H -4.94036 2.96546 -0.16174
C 0.25963 -0.73378 -3.88734
H 3.98617 -3.01608 1.68320
C -0.86088 0.08614 -3.98196
Br 1.78753 1.33338 0.46072
H -4.12801 -1.06618 1.81272
H -1.77990 1.95250 4.00586
H 0.86976 -5.12243 1.23535
H -5.24288 -1.22438 3.15778
I 1.35877 -1.53689 -5.42434
H -0.16154 -3.02920 0.61874
C 0.47259 -0.88534 -2.53106
H 4.01852 -0.55162 1.32304
H 2.55396 -5.21991 0.71100
H -2.07290 0.95773 -2.45221
C -3.32088 1.78900 -0.47080
H -4.61480 1.03864 4.01454
C -4.75963 -0.50032 2.50478
O -1.29583 0.23798 1.90388
C 0.78712 -2.53269 0.78105
N -2.38693 0.99447 0.22065
O -5.17251 2.98838 2.28300
C -1.69407 3.63215 2.63722
C -3.25201 1.58761 2.48096
H -5.54814 -0.01259 1.92859
C -3.96154 0.49961 3.32856
H 2.18000 -4.96259 2.40958
H 1.24262 -1.44290 -2.02475
H -1.38047 0.46544 -4.84752
Mn -0.67961 0.03333 0.09622
C -2.32013 0.93801 1.53882
N -1.26698 0.38163 -2.75311
C 3.08433 -2.50354 1.37027
C 3.11908 -1.13087 1.17181
H -3.18998 3.00200 4.06361
H -2.36013 4.25755 2.03965
C 1.94896 -0.52837 0.77679
N 0.81349 -1.20066 0.58004
O -3.28576 1.86852 -1.67757
H -1.17840 4.28963 3.33449
C -4.30722 2.38825 1.72217
N -4.23664 2.41055 0.31477
C -2.45468 2.55363 3.39546
C 1.90978 -3.23696 1.17808
*
```


(3)
The following is a DFT calculation (the ωB97M-V functional and the def2-TZVPD basis) of a molecular structure, C17H20Cl3MoNO4S in a non-equilibrium geometry.

Summary:
total energy = -77893.892 eV
E_LUMO (spin up / spin down) = 4.51 / 4.79 eV
gap between HOMO and LUMO (spin up / spin down) = 5.6320 / 5.9380 eV
molecular weight = 536.7 g mol⁻¹

The geometry in ORCA input format:
```
! wB97M-V def2-TZVPD RIJCOSX def2/J DEFGRID3
* xyz -2 3
S -4.43746 2.31390 1.08602
H -2.88173 -0.09275 4.86371
O -2.04210 -0.37540 2.18160
C -2.87311 0.52820 2.05352
C 1.25412 0.05143 -3.92975
C -5.39860 2.68481 3.74284
H 3.89047 -2.97389 0.44889
C 3.39899 -0.56040 -0.92599
H 1.83026 -0.17226 -4.83863
O -0.91645 -0.67955 -3.27042
H -1.37595 0.16555 -3.11700
H 0.00960 -0.31991 -3.82771
C 2.97938 1.73689 -2.01290
H 1.20359 1.14653 -3.86990
C -4.42538 1.34876 5.50710
N -3.25427 1.22739 0.93688
H -6.05399 3.45732 3.35327
H -4.38515 1.08060 6.54889
C 1.97001 -0.51071 -2.77005
C 3.01448 -1.92199 -1.23337
C 2.78604 0.28498 -1.88610
C -3.67523 1.05838 3.23209
H 2.11058 2.28975 -2.33944
H 4.22501 -0.72967 1.07673
Cl 1.48246 -1.82266 1.46160
C -4.55887 2.03856 2.84009
H 5.35850 -0.26055 -0.17276
C 1.56097 -3.10263 -3.00823
H 3.73199 1.91720 -2.76267
H 4.42149 -3.55543 -1.14319
H 1.31320 -3.86706 -2.27066
H 2.81445 -3.95433 -0.52604
C 3.56241 -3.15300 -0.58320
C 4.32694 -0.15068 0.15799
Cl 0.60270 1.38523 0.03875
H -5.98711 2.87500 5.84235
C -5.33968 2.35498 5.11609
Mo 1.16321 -0.84637 -0.68108
H 3.34096 2.22188 -1.12168
H 2.29631 -3.50095 -3.71041
H 4.19280 0.89498 0.42363
Cl -0.78843 -2.00290 -0.85687
C 2.12399 -1.89283 -2.36564
O -5.65196 1.88343 0.44207
H 0.65478 -2.84257 -3.54820
C -3.60073 0.68594 4.58194
O -3.97350 3.65681 0.83583
*
```


(4)
The following is a DFT calculation (the ωB97M-V functional and the def2-TZVPD basis) of C17H20F3N5O3S2 in the gas phase in a non-equilibrium geometry.

Summary:
total energy = -61370.343 eV
E_LUMO = 0.18 eV
gap between HOMO and LUMO = 9.1025 eV
molecular weight = 463.5 g mol⁻¹
SMILES = Cn1c(SCC(N)=O)nnc1C1CCN(S(=O)(=O)c2ccccc2C(F)(F)F)CC1

The geometry in ORCA input format:
```
! wB97M-V def2-TZVPD RIJCOSX def2/J DEFGRID3
* xyz 0 1
H 1.72642 -0.93428 -4.33817
O 0.01193 -4.15362 1.01100
H -1.96409 -3.33629 -0.31356
C 0.67796 -0.45704 3.49128
H 0.54311 -2.59686 3.32728
H -0.54722 1.84600 -2.77462
H 1.15675 1.63532 1.13675
N 1.65133 -1.27872 -0.45795
H -0.32384 3.45321 -2.06610
H -2.04132 2.15540 -0.80355
C -0.97856 1.95126 -0.67532
S 1.31624 -3.02755 -2.50789
N 1.66782 0.04882 -0.26820
C -3.03797 -0.47283 1.34805
C 1.19180 -0.13712 -3.82034
N -0.55442 2.68747 0.49316
F -3.42918 -1.75191 1.12592
C 1.49485 0.64746 -1.41344
H 2.76417 2.77283 -0.18129
H 1.59422 -0.45838 4.06045
H -1.56774 -2.56705 2.14890
C -1.69847 -0.42252 2.03710
H 1.89788 2.41097 -2.51565
H 1.30321 -5.08879 -1.36506
C -1.10623 -1.62743 2.40615
H 1.58604 0.82734 -4.13579
C 1.72072 2.95771 -0.43665
S -1.53072 2.43656 1.82637
H 1.60451 4.00867 -0.70507
C 0.09119 -1.64554 3.09863
H 0.13380 -0.19811 -4.08603
O -2.88781 2.49228 1.38584
H 2.12158 -3.83090 -0.40459
F -3.05963 0.08201 0.12555
C 1.30705 2.10944 -1.64196
C -0.18325 2.38537 -1.89965
C 1.24926 -4.05583 -1.01690
C 1.46826 -1.48002 -1.73219
C 0.86616 2.63335 0.78697
N -1.10118 -3.45539 -0.81839
F -4.01416 0.07975 2.06649
H 0.49809 1.68752 3.45591
H -0.84517 0.86939 -0.52615
H -1.08367 -3.25766 -1.80474
O -1.09957 3.34817 2.84184
C -1.07982 0.77325 2.39031
N 1.36992 -0.29496 -2.40557
C -0.00511 -3.87958 -0.16534
H 1.04003 3.36502 1.57718
C 0.08483 0.74381 3.13906
*
```


(5)
The following is a DFT calculation (the ωB97M-V functional and the def2-TZVPD basis) of a gas-phase ion, C17H20FN2O3 (charge +1) in a non-equilibrium geometry.

Summary:
total energy = -29786.718 eV
E_LUMO = -2.86 eV
gap between HOMO and LUMO = 8.5544 eV
molecular weight = 319.4 g mol⁻¹
SMILES = O=C(c1ccco1)N1CC[NH+](CCOc2ccc(F)cc2)CC1

The geometry in ORCA input format:
```
! wB97M-V def2-TZVPD RIJCOSX def2/J DEFGRID3
* xyz 1 1
C 4.74534 -0.35210 -0.42916
C 3.81692 0.65057 -0.19963
C 2.58133 0.32916 0.34061
H -4.35258 -2.73251 2.27873
C 3.18983 -1.99433 0.41709
O 1.57845 1.24772 0.60929
C 4.42284 -1.65932 -0.11903
H -0.11408 1.59179 -1.18053
C 2.26900 -0.99310 0.64512
H -2.37766 -3.15434 -1.51551
N -2.62705 0.95870 -0.55224
H -2.89340 2.87293 -1.32228
F 5.32257 -2.62669 -0.34283
H 2.96520 -3.02273 0.64776
O -1.98212 -0.49564 -2.14414
C 0.59910 3.42261 0.78569
H 0.60988 3.46146 1.87677
H -2.94821 0.53165 1.46578
C -2.19676 2.03364 -1.41623
C -1.20498 1.77810 1.24599
C -3.84227 -2.62027 1.34220
H -1.40929 3.64327 0.46660
C -2.81915 -2.78815 -0.61194
H -0.50453 0.94790 1.14348
H 2.68736 2.98658 0.81537
H -0.43516 3.27326 -1.69158
H -1.20436 2.12149 2.28163
C -0.77215 2.45316 -1.05627
H 5.71224 -0.12211 -0.84610
C -2.90510 -1.46485 -0.24044
H -3.31916 2.18549 0.96566
H 4.08084 1.66601 -0.44696
H 1.30223 -1.22455 1.06338
H 0.70608 4.43654 0.39529
H -2.21239 1.66459 -2.44450
C -2.45592 -0.33003 -1.03653
C -2.61885 1.35160 0.83119
H -3.54169 -4.59424 0.46425
C 1.79798 2.60209 0.29851
H 1.94812 2.73096 -0.78206
O -3.53350 -1.37292 0.96260
C -3.42585 -3.53182 0.41762
N -0.72663 2.88153 0.36762
*
```


(6)
The following is a DFT calculation (the ωB97M-V functional and the def2-TZVPD basis) of C17H20FNO in the gas phase.

Summary:
total energy = -24208.538 eV
E_LUMO = 0.78 eV
gap between HOMO and LUMO = 8.2896 eV
molecular weight = 273.4 g mol⁻¹
SMILES = COc1ccc(CC[C@H](C)Nc2ccc(F)cc2)cc1

The geometry in ORCA input format:
```
! wB97M-V def2-TZVPD RIJCOSX def2/J DEFGRID3
* xyz 0 1
C 2.54990 -0.28369 1.85658
C 2.25940 -0.67622 -0.49680
C -1.00007 -0.19207 1.90505
C -0.99477 -1.22128 -0.38290
O -2.80637 -0.34591 -3.46928
C -2.83811 0.59278 -1.32677
H -2.84026 1.40405 0.63463
C -2.41859 0.65162 -0.01515
H -0.15490 -0.87261 2.02365
C 1.93899 0.06731 0.64791
H 0.84874 3.71926 0.47766
H -0.30458 1.10956 3.44517
C 0.52940 1.90382 1.60096
H -3.56648 1.28972 -1.71080
H -1.80437 -0.55482 2.55374
H 1.79219 -0.41645 -1.43563
H -1.49037 1.84598 2.38366
C -1.47403 -0.24449 0.47800
H -0.27358 -1.94070 -0.02235
H -0.31616 3.88506 1.79342
C -1.40976 -1.29591 -1.70229
C 3.44706 -1.33267 1.91728
C -0.60896 1.20460 2.40114
H -1.00555 -2.07208 -2.33286
C -2.33320 -0.37992 -2.19048
C 0.03856 3.22363 1.00746
H 3.91692 -1.60485 2.84940
C 3.73725 -2.04450 0.76982
F 4.61152 -3.08098 0.83215
C 3.15029 -1.72622 -0.44193
N 1.07938 1.12344 0.52190
H 1.35392 2.12910 2.28703
H -2.86265 -1.10757 -5.31571
H 3.39328 -2.29897 -1.32314
C -2.35352 -1.31971 -4.37687
H -1.27123 -1.25517 -4.53116
H 2.32128 0.25903 2.75956
H -0.77444 3.04157 0.30755
H -2.61310 -2.33049 -4.04555
H 0.54693 1.14674 -0.33406
*
```